Formula: C4H11ClOS2
Source: the OMol25 dataset
Level of theory: wB97M-V/def2-TZVPD

Summary:
Charge: 0
Molecular weight, g/mol: 174.72
Spin multiplicity: 1
LUMO level, Ha: -0.073
HOMO level, eV: -6.33
Orbital gap, eV: 4.3
F_max, eV/Å: 1.55
E_tot, a.u.: -1490.6438

CARTESIAN COORDINATES (ANGSTROEM)
C 1.64 2.26 0.75
S 0.99 1.10 1.98
S 1.61 1.87 3.84
Cl 1.97 -0.63 1.62
H 1.61 3.26 1.14
H 2.66 1.94 0.54
H 1.04 2.09 -0.16
H 2.94 2.00 3.62
C -0.83 -2.04 -0.33
C -1.48 -0.74 -0.84
C -1.71 -0.88 -2.36
O -0.64 0.32 -0.62
H 0.13 -2.22 -0.81
H -0.67 -1.99 0.75
H -1.47 -2.91 -0.52
H -2.49 -0.70 -0.38
H -0.77 -1.03 -2.89
H -2.19 0.01 -2.76
H -2.36 -1.73 -2.58

Formula: C20H32Cl4O12
Source: the OMol25 dataset
Level of theory: wB97M-V/def2-TZVPD

Summary:
Charge: 0
Molecular weight, g/mol: 606.28
Spin multiplicity: 1
LUMO level, Ha: 0.009
HOMO level, eV: -10.59
ΔE to the lowest compared entry with this formula, charge and spin, kcal/mol: 64.9
Orbital gap, eV: 10.8
F_max, eV/Å: 6.31
E_tot, a.u.: -3524.9084

CARTESIAN COORDINATES (ANGSTROEM)
C 4.80 0.43 1.05
C 4.71 0.69 -0.35
C 5.40 1.93 -0.94
O 5.77 1.49 -2.22
C 5.90 0.18 -2.24
O 6.43 -0.44 -3.16
O 5.30 -0.36 -1.11
H 5.84 0.44 1.37
H 4.33 -0.53 1.28
H 4.28 1.23 1.58
H 3.64 0.68 -0.57
H 6.21 2.30 -0.31
H 4.65 2.71 -0.99
C -2.01 6.63 1.49
C -1.50 6.06 0.15
C -2.32 4.77 -0.24
O -2.59 5.07 -1.63
C -2.38 6.40 -1.89
O -2.91 6.94 -2.83
O -1.71 6.98 -0.89
H -3.07 6.84 1.37
H -1.66 7.64 1.68
H -1.94 6.03 2.40
H -0.43 5.88 0.17
H -3.21 4.63 0.37
H -1.68 3.88 -0.23
C -4.56 2.69 10.61
C -4.37 1.17 10.25
C -5.58 0.36 10.47
O -5.51 -0.51 9.37
C -4.56 -0.11 8.48
O -4.25 -0.60 7.38
O -4.04 0.93 8.89
H -3.57 3.13 10.44
H -4.84 2.80 11.66
H -5.29 3.21 10.01
H -3.59 0.83 10.93
H -6.52 0.88 10.27
H -5.64 -0.11 11.45
C 2.29 -1.95 -8.73
C 0.93 -1.29 -8.19
C -0.16 -2.28 -7.77
O -0.54 -1.84 -6.53
C 0.42 -0.95 -6.02
O 0.42 -0.54 -4.85
O 1.31 -0.72 -6.98
H 2.49 -2.73 -7.99
H 3.14 -1.27 -8.75
H 2.22 -2.38 -9.73
H 0.55 -0.53 -8.87
H 0.31 -3.24 -7.53
H -0.93 -2.38 -8.53
Cl -1.25 -1.81 1.15
C -2.05 -3.26 0.47
C -3.50 -3.24 0.90
Cl -4.41 -4.64 0.38
H -1.60 -4.20 0.79
H -2.01 -3.22 -0.61
H -4.00 -2.33 0.58
H -3.47 -3.32 1.99
Cl 2.20 -5.78 -3.79
C 3.95 -6.20 -3.98
C 4.40 -7.49 -3.18
Cl 3.60 -8.90 -3.82
H 4.47 -5.36 -3.54
H 4.13 -6.27 -5.06
H 4.06 -7.39 -2.15
H 5.48 -7.65 -3.17

Formula: C2H7NO2S
Source: the OMol25 dataset
Level of theory: wB97M-V/def2-TZVPD

Summary:
Charge: 0
Molecular weight, g/mol: 109.15
Spin multiplicity: 1
LUMO level, Ha: 0.015
HOMO level, eV: -10.04
ΔE to the lowest compared entry with this formula, charge and spin, kcal/mol: 90.6
Orbital gap, eV: 10.4
F_max, eV/Å: 4.34
E_tot, a.u.: -683.7015

CARTESIAN COORDINATES (ANGSTROEM)
C -1.51 0.78 -0.04
C 1.86 1.12 -0.11
N -0.95 0.14 0.88
O 0.26 -0.86 -1.21
O 1.59 0.06 0.79
S 0.26 -0.94 0.20
H -2.28 1.51 0.34
H -1.44 0.76 -1.19
H -1.38 -3.69 0.72
H 0.82 1.51 -0.53
H 2.41 0.85 -0.95
H 2.28 1.96 0.38
H -1.89 -3.20 0.73

Formula: C2H5N2S
Source: the OMol25 dataset
Level of theory: wB97M-V/def2-TZVPD

Summary:
Charge: +1
Molecular weight, g/mol: 89.14
Spin multiplicity: 1
LUMO level (alpha / beta), Ha: -0.222 / -0.222
HOMO level (alpha / beta), eV: -12.94 / -12.94
ΔE to the lowest compared entry with this formula, charge and spin, kcal/mol: 74.7
Orbital gap (alpha / beta), eV: 6.9 / 6.9
F_max, eV/Å: 7.03
E_tot, a.u.: -586.5081

CARTESIAN COORDINATES (ANGSTROEM)
C 0.48 0.39 0.52
C -1.24 0.44 -1.71
N -0.55 1.23 -0.85
N 0.43 -0.86 0.71
S -1.90 1.15 -3.04
H 0.99 1.00 1.21
H -1.35 -0.53 -1.44
H -0.09 2.03 -1.09
H 0.88 -1.20 1.48
H 0.03 -1.55 0.15